# 1
Entry from OMol25: a cluster of 7 separate species, C6H26O7 in total (the ωB97M-V functional and the def2-TZVPD basis).

Element x y z (Å)
C1 0.4794 -2.4068 1.0010
C2 0.2740 -2.7216 2.4810
C3 -1.1231 -3.1874 2.7512
O1 1.2561 -3.6817 2.8597
H1 1.5353 -2.3289 0.7600
H2 -0.0904 -1.5537 0.6356
H3 0.0787 -3.2839 0.4690
H4 0.4753 -1.8314 3.0788
H5 -1.8467 -2.5211 2.2715
H6 -1.3605 -3.2107 3.8153
H7 -1.3056 -4.1843 2.3322
H8 0.9106 -4.5586 2.6655
C4 1.8066 -0.3264 -1.6496
C5 1.7988 1.0588 -2.2554
C6 1.0173 1.1472 -3.5638
O2 1.2098 1.9414 -1.2594
H9 2.2327 -1.0353 -2.3522
H10 0.8019 -0.5853 -1.3191
H11 2.4423 -0.3294 -0.7597
H12 2.8298 1.3830 -2.4447
H13 -0.0544 1.1972 -3.3646
H14 1.2083 0.2894 -4.2115
H15 1.3104 2.0243 -4.1491
H16 1.1742 2.8347 -1.6197
O3 -4.1646 1.1098 -1.0914
H17 -4.3857 1.9100 -0.6071
H18 -3.2176 0.9838 -0.9099
O4 -2.5371 4.3837 -1.2203
H19 -2.1780 3.5330 -1.4974
H20 -3.4796 4.3163 -1.3998
O5 -1.4545 1.2559 -0.3357
H21 -1.2598 1.0074 0.5889
H22 -0.5770 1.3449 -0.7413
O6 -0.5517 0.5406 2.2130
H23 0.4139 0.4538 2.1481
H24 -0.6856 1.0821 2.9971
O7 2.1921 1.0325 1.4485
H25 2.0296 1.1902 0.5066
H26 2.7945 1.7267 1.7289

Atoms 1-2, force components in eV/Å:
-0.553 -0.801 -0.160
0.592 0.497 -0.500

Computed properties:
HOMO-LUMO gap (eV): 10.3
LUMO level (Ha): 0.0088
Relative energy (zero: lowest compared OMol25 entry of this formula, charge and spin) (kJ/mol): 49.04

The net atomic charges from natural (NBO), expressed in e, are: atom 1 (C): -0.6316, atom 2 (C): 0.0913, atom 3 (C): -0.6340, atom 4 (O): -0.7204, atom 5 (H): 0.2181, atom 6 (H): 0.2112, atom 7 (H): 0.1946, atom 8 (H): 0.1729, atom 9 (H): 0.2256, atom 10 (H): 0.2157, atom 11 (H): 0.1950, atom 12 (H): 0.4592, atom 13 (C): -0.6379, atom 14 (C): 0.0965, atom 15 (C): -0.6448, atom 16 (O): -0.7703, atom 17 (H): 0.2256, atom 18 (H): 0.2228, atom 19 (H): 0.2170, atom 20 (H): 0.1659, atom 21 (H): 0.2216, atom 22 (H): 0.2234, atom 23 (H): 0.2114, atom 24 (H): 0.4890, atom 25 (O): -0.9701, atom 26 (H): 0.4566, atom 27 (H): 0.4989, atom 28 (O): -0.9457, atom 29 (H): 0.4780, atom 30 (H): 0.4673, atom 31 (O): -1.0181, atom 32 (H): 0.5089, atom 33 (H): 0.4894, atom 34 (O): -0.9748, atom 35 (H): 0.5072, atom 36 (H): 0.4808, atom 37 (O): -0.9736, atom 38 (H): 0.4966, atom 39 (H): 0.4807

# 2
Entry from OMol25: a structure of composition C6H6Br2Cl15O3V in a non-equilibrium geometry (the ωB97M-V functional and the def2-TZVPD basis).

Element x y z (Å)
V1 -1.5910 0.4414 -0.8886
O1 1.4565 -0.9863 0.3843
C1 0.3998 -0.3626 -0.0183
O2 -0.0024 0.7503 0.4259
O3 -0.3748 -1.0325 -0.8968
H1 2.1470 -0.6048 0.8554
Br1 -1.2442 2.2225 -2.4366
Br2 -3.3183 0.0897 0.5929
C2 1.3894 4.1837 2.0959
Cl1 -0.3230 4.7567 2.3007
Cl2 2.5517 5.3147 2.7082
Cl3 1.8033 3.5884 0.5303
H2 1.5108 3.3135 2.6837
C3 2.6569 1.4208 -3.5713
Cl4 2.1167 -0.1303 -4.1584
Cl5 3.6331 2.1885 -4.8282
Cl6 3.4986 1.3835 -2.0581
H3 1.8031 2.0221 -3.3583
C4 0.5148 0.1168 4.6505
Cl7 2.0758 0.9012 4.9509
Cl8 0.5144 -0.8458 3.2228
Cl9 -0.6612 1.4137 4.6516
H4 0.4215 -0.5837 5.4796
C5 -2.3008 -4.1320 1.3596
Cl10 -2.2324 -4.2098 3.1752
Cl11 -3.9581 -3.8778 0.9189
Cl12 -1.6970 -5.6205 0.6732
H5 -1.7276 -3.2739 1.0054
C6 -1.7053 -1.7005 -4.0680
Cl13 -2.6476 -1.1368 -2.6633
Cl14 -1.7180 -0.4826 -5.3145
Cl15 -2.3305 -3.2292 -4.6684
H6 -0.6614 -1.8983 -3.7363

Atoms 1-2, force components in eV/Å:
0.572 0.208 -0.705
-1.354 -2.551 -2.161

Computed properties:
HOMO-LUMO gap (alpha / beta) (eV): 8.4 / 10.2
LUMO level (alpha / beta) (Ha): -0.0454 / -0.0102
Multiplicity: 3

The net atomic charges from natural (NBO), expressed in e, are: atom 1 (V): 1.0199, atom 2 (O): -0.6460, atom 3 (C): 0.9773, atom 4 (O): -0.6414, atom 5 (O): -0.7004, atom 6 (H): 0.5278, atom 7 (Br): -0.3889, atom 8 (Br): -0.3184, atom 9 (C): -0.2870, atom 10 (Cl): -0.0044, atom 11 (Cl): 0.0359, atom 12 (Cl): 0.0405, atom 13 (H): 0.2154, atom 14 (C): -0.2997, atom 15 (Cl): 0.0232, atom 16 (Cl): 0.0202, atom 17 (Cl): 0.0244, atom 18 (H): 0.2368, atom 19 (C): -0.3046, atom 20 (Cl): -0.0060, atom 21 (Cl): 0.0343, atom 22 (Cl): 0.0459, atom 23 (H): 0.2356, atom 24 (C): -0.2832, atom 25 (Cl): -0.0213, atom 26 (Cl): 0.0403, atom 27 (Cl): 0.0341, atom 28 (H): 0.2319, atom 29 (C): -0.2955, atom 30 (Cl): 0.0905, atom 31 (Cl): 0.0628, atom 32 (Cl): 0.0488, atom 33 (H): 0.2511

no.,E (Eh)
1,-770.883514
2,-13452.961641